143
Properties=species:S:1:pos:R:3:forces:R:3 method="wB97M-V/def2-TZVPD" e_above_lowest_kcal_mol=14.91 e_homo_ev=-4.7 e_tot_ha=-2900.6942 homo_lumo_gap_ev=6.6 charge=-1 e_lumo_ev=1.875
Hg 21.195 22.656 -14.377 2.0 -0.3 0.6
C 25.155 21.908 -15.727 -0.3 0.4 -0.2
C 23.687 21.468 -15.687 -0.4 0.7 -0.1
C 23.464 20.179 -16.509 -0.6 -0.4 0.4
O 23.232 21.424 -14.364 -0.9 -0.2 0.4
H 25.326 22.774 -15.084 -0.2 -0.2 0.3
H 25.417 22.285 -16.721 0.2 -0.4 -0.2
H 25.807 21.087 -15.420 0.1 0.0 -0.1
H 23.062 22.218 -16.191 0.5 0.3 -0.4
H 23.299 19.325 -15.843 0.5 0.2 0.1
H 24.234 19.973 -17.254 0.2 0.0 0.4
H 22.532 20.185 -17.088 -0.1 0.4 0.0
C 19.438 23.539 -18.094 -1.0 1.8 0.2
C 20.128 23.546 -16.912 -1.6 -2.2 -1.6
C 20.784 24.755 -16.431 1.7 1.1 1.6
O 21.606 24.624 -15.433 -0.1 -0.7 0.9
C 20.602 25.976 -16.970 -0.8 0.6 -2.2
C 19.851 26.102 -18.209 -1.0 -0.4 0.0
C 19.238 24.764 -18.847 1.2 0.3 -0.1
O 18.755 24.795 -19.968 -0.3 0.1 0.5
O 19.601 27.165 -18.753 0.3 -0.1 0.0
O 20.221 22.433 -16.239 -0.3 0.4 -1.1
H 18.892 22.704 -18.512 0.0 0.4 1.1
H 21.077 26.910 -16.706 0.2 -0.3 0.6
C 24.330 17.085 -14.427 -1.1 0.4 -1.3
C 23.104 16.601 -15.257 0.2 -1.1 1.2
C 23.267 16.727 -16.767 -0.3 0.4 -0.6
O 22.193 16.049 -17.404 0.1 -0.9 1.0
C 22.216 16.047 -18.791 0.1 -0.4 -0.9
N 22.921 15.186 -14.864 -0.1 0.1 -0.4
H 24.228 16.953 -13.353 -0.4 -0.1 -0.1
H 24.425 18.144 -14.668 0.7 0.0 0.3
H 25.180 16.477 -14.743 0.3 0.3 -0.1
H 22.167 17.074 -14.955 0.2 0.4 -0.1
H 24.212 16.261 -17.072 0.1 0.0 0.0
H 23.189 17.749 -17.156 0.6 0.1 0.4
H 23.160 15.772 -19.284 0.5 0.4 0.6
H 21.897 17.017 -19.187 -0.1 -0.1 -0.2
H 21.601 15.212 -19.134 -0.6 0.4 0.1
H 23.836 14.752 -14.821 0.0 -0.2 -0.1
H 22.396 14.734 -15.607 0.0 -0.2 0.2
C 20.921 19.024 -13.207 -0.2 -0.8 0.9
C 19.877 19.588 -14.144 0.0 1.6 -0.3
C 18.509 18.917 -14.079 0.5 -0.3 0.1
O 17.516 19.650 -14.773 0.6 0.2 0.7
C 16.204 19.231 -14.465 -0.8 0.9 -1.0
N 19.635 21.049 -13.823 -1.6 -1.0 1.2
H 21.108 19.633 -12.318 0.0 0.6 -0.4
H 21.880 18.838 -13.685 -0.1 0.0 0.0
H 20.545 18.128 -12.699 0.1 -0.4 -0.6
H 20.214 19.566 -15.182 0.2 0.2 0.2
H 18.291 18.895 -13.004 -0.4 -0.5 0.0
H 18.578 17.933 -14.552 0.0 -0.3 0.5
H 16.141 18.392 -13.775 0.1 -0.1 -0.2
H 15.714 19.065 -15.429 0.0 -0.8 0.1
H 15.609 20.072 -14.090 0.3 0.0 0.5
H 19.425 21.116 -12.822 0.9 -0.3 0.3
H 18.643 21.091 -14.087 0.3 1.2 -1.2
C 20.210 21.180 -19.389 -0.3 -1.6 -0.7
C 19.389 19.912 -19.183 -0.2 0.8 1.1
C 18.789 19.820 -17.768 -1.2 0.1 -0.6
O 18.391 18.478 -17.453 0.7 0.8 0.1
C 19.456 17.633 -17.066 -1.3 -0.6 0.2
N 18.353 19.920 -20.252 0.5 -0.9 0.7
H 19.572 22.019 -19.679 0.3 -0.8 -0.5
H 20.916 21.044 -20.210 -0.9 -1.2 0.6
H 20.792 21.545 -18.540 -0.3 -0.8 0.4
H 20.041 19.034 -19.159 0.0 -0.1 -1.0
H 17.826 20.338 -17.779 0.1 0.4 0.2
H 19.404 20.280 -16.990 0.2 -0.2 -0.1
H 20.180 18.053 -16.360 0.0 0.3 -0.4
H 19.949 17.182 -17.926 0.2 0.0 0.1
H 18.875 16.891 -16.510 0.7 -0.6 -0.1
H 17.669 19.209 -20.005 0.0 -0.1 -0.2
H 17.866 20.803 -20.145 0.0 0.1 -0.2
C 24.217 20.538 -9.045 -0.6 -0.8 0.0
C 24.312 21.281 -10.357 0.0 0.5 -0.8
C 25.674 21.260 -11.046 2.1 0.8 1.7
O 26.293 20.013 -11.284 -0.9 -0.6 -0.7
C 25.754 19.339 -12.408 -0.5 0.0 -0.3
N 23.253 20.830 -11.276 0.1 -0.4 0.5
H 23.183 20.596 -8.696 0.0 0.4 0.1
H 24.883 20.919 -8.274 0.1 -0.1 -0.1
H 24.333 19.456 -9.165 0.6 0.0 -0.1
H 24.116 22.325 -10.087 0.1 0.1 -0.3
H 26.431 21.691 -10.373 -0.4 0.2 0.5
H 25.821 21.957 -11.876 -0.9 -0.5 -0.6
H 26.345 18.445 -12.595 0.2 0.1 -0.1
H 25.667 19.989 -13.286 0.6 0.1 -0.1
H 24.707 19.035 -12.319 0.1 -0.3 0.6
H 23.284 19.818 -11.184 -0.4 0.0 -0.2
H 23.530 21.010 -12.244 -0.3 0.2 -0.2
C 23.441 24.244 -19.212 0.5 -0.3 -0.5
C 23.226 23.066 -20.194 0.3 -0.6 2.2
C 23.876 21.844 -19.500 0.4 -0.2 0.9
O 23.717 20.628 -20.202 0.0 0.4 -1.2
C 24.628 19.581 -19.930 -1.1 0.0 -0.5
N 21.819 22.832 -20.390 0.5 0.3 -1.8
H 23.085 24.046 -18.199 -0.3 -0.3 -0.1
H 22.964 25.159 -19.559 0.0 0.0 -0.1
H 24.521 24.386 -19.111 0.0 0.3 0.0
H 23.783 23.204 -21.121 -0.4 0.3 -0.3
H 23.416 21.704 -18.512 -0.1 0.3 0.0
H 24.940 22.013 -19.283 0.1 0.1 -0.3
H 25.675 19.891 -19.916 0.0 0.2 0.5
H 24.544 18.889 -20.769 -0.1 -0.1 0.0
H 24.245 19.076 -19.041 0.8 -0.2 0.2
H 21.276 22.604 -19.562 1.3 1.5 -0.1
H 21.754 21.950 -20.898 0.3 0.9 -0.5
C 27.289 18.708 -17.082 0.3 1.2 0.3
C 27.753 17.714 -18.117 0.0 -0.8 -0.1
C 28.644 16.607 -17.492 -1.2 1.2 0.9
O 29.751 17.238 -16.864 0.1 -1.3 -0.1
C 30.406 16.266 -16.092 0.7 -0.9 0.9
N 26.585 17.096 -18.781 1.3 1.0 -0.3
H 28.103 19.323 -16.692 0.3 -0.4 0.1
H 26.772 18.281 -16.219 -0.1 -0.3 -0.1
H 26.651 19.483 -17.511 -0.3 -0.4 -0.2
H 28.368 18.233 -18.856 -0.2 0.1 -0.2
H 28.919 15.743 -18.106 0.3 0.4 -0.6
H 27.968 16.152 -16.751 0.2 0.0 0.4
H 29.783 15.840 -15.296 -0.3 0.4 0.1
H 31.322 16.607 -15.610 -0.2 0.7 -0.2
H 30.735 15.359 -16.619 -0.2 0.2 -0.7
H 26.998 16.376 -19.358 -0.9 -0.5 0.0
H 25.893 16.798 -18.110 0.1 -0.5 -0.1
C 24.459 25.414 -9.654 0.9 0.5 -0.8
C 24.715 25.972 -11.078 -0.1 -1.3 1.5
C 25.440 24.893 -11.911 0.1 1.0 -1.2
O 26.826 24.925 -11.671 0.6 1.0 1.1
C 27.629 24.276 -12.601 -0.4 -1.5 -0.6
N 23.438 26.279 -11.665 -0.7 1.1 -0.6
H 24.174 26.225 -8.983 -0.1 -0.1 0.1
H 25.451 25.047 -9.381 -0.2 -0.2 0.6
H 23.709 24.626 -9.658 0.0 0.0 0.0
H 25.323 26.867 -10.902 0.5 -0.2 -0.6
H 25.261 25.165 -12.960 0.0 -0.2 -0.1
H 25.084 23.867 -11.787 -0.5 0.2 0.3
H 27.831 24.792 -13.546 -0.3 0.5 0.1
H 27.124 23.335 -12.859 0.2 -0.1 -0.3
H 28.591 23.977 -12.183 -0.1 0.4 0.4
H 23.027 27.030 -11.113 -0.3 -0.4 0.3
H 23.538 26.778 -12.549 0.2 -0.5 -0.3